Computed, not measured: a 15-piece molecular cluster, C33H103N17O15 overall, with ωB97M-V with the def2-TZVPD basis set.

- HOMO-LUMO gap (eV) = 8.20
- E_LUMO (eV) = -0.36
- total energy (hartree) = -3378.3160
- molecular weight (g/mol) = 978.29

Structure (XYZ):
```
168
Properties=species:S:1:pos:R:3:forces:R:3
C -8.2746 8.2211 25.9510 -0.257 -0.679 2.364
O -8.1682 9.0350 25.0961 1.119 2.091 -2.354
N -7.5027 8.0813 27.0469 2.529 1.062 1.403
N -9.3080 7.4130 26.0456 -2.378 -1.927 -0.686
H -6.7818 8.7746 27.1872 -0.074 -0.219 -0.145
H -7.4768 7.3129 27.7020 -0.299 0.048 -0.567
H -9.5036 6.9503 26.9218 -0.344 -0.014 -0.630
H -9.9383 7.4557 25.2576 -0.265 -0.393 0.517
C -13.2576 10.1675 10.4655 -0.229 0.024 1.692
O -14.1169 10.8917 10.0673 -1.741 1.136 -1.717
N -13.1310 8.8682 10.2962 -0.492 -3.546 -1.824
N -12.3821 10.5586 11.3766 2.334 1.780 2.096
H -13.7409 8.3913 9.6475 0.230 0.101 0.151
H -12.4301 8.3255 10.7803 -0.314 0.160 -0.359
H -12.5487 11.4576 11.8058 0.285 -0.256 -0.065
H -11.7882 9.8783 11.8292 -0.102 0.586 0.076
C -14.0759 6.4305 23.4471 2.631 -1.828 1.999
O -13.1852 5.5896 23.4271 0.369 -0.829 -1.095
N -14.3299 7.0430 24.5703 -1.309 2.240 2.771
N -14.8136 6.8132 22.4597 -1.416 0.275 -4.253
H -13.9835 6.6922 25.4519 -0.125 0.288 -0.389
H -14.9876 7.8043 24.4821 0.136 -0.091 1.045
H -15.5010 7.5532 22.4597 0.297 -0.273 0.046
H -14.4992 6.4135 21.5870 -0.516 0.322 -0.206
C -17.6436 9.3242 14.1579 1.198 -1.148 4.022
O -17.4226 8.8253 15.2798 0.185 0.349 -1.060
N -18.6578 9.0913 13.4228 -5.537 -1.967 -2.587
N -16.9039 10.1976 13.5437 3.673 2.412 -0.013
H -18.8409 9.7400 12.6706 -0.434 -0.578 0.144
H -19.4079 8.4971 13.7461 0.157 0.235 -0.060
H -16.0324 10.3497 14.0310 0.060 0.631 -0.755
H -17.1533 10.5498 12.6305 0.818 0.039 0.370
C -13.8332 11.3047 23.0421 -1.512 2.207 2.285
O -14.7727 12.0114 23.3507 -1.060 0.323 -0.045
N -13.5366 10.7687 21.9414 -0.762 -2.297 -7.522
N -12.8549 10.9962 23.8252 3.292 -0.269 5.767
H -14.2064 10.8560 21.1906 0.368 -0.306 -0.206
H -12.7534 10.1322 21.9022 -0.487 0.083 -0.767
H -12.9386 11.3186 24.7786 0.473 -0.170 -0.141
H -12.0303 10.5052 23.5105 -0.213 0.299 0.522
C -6.7131 17.4538 20.4135 -0.091 -1.227 -0.059
C -7.7286 17.0041 19.3082 -0.507 -0.503 1.680
C -9.0326 16.3400 19.8600 1.905 -1.697 0.637
O -8.7455 15.0389 20.4171 2.407 2.454 -0.713
C -9.8277 14.2497 20.5070 -1.113 -1.291 0.627
N -8.2044 18.2033 18.7153 -0.577 1.329 -0.395
H -6.3846 16.5662 20.9542 0.674 -0.066 -0.339
H -7.0365 18.0721 21.2509 -1.229 0.189 -0.275
H -5.9150 18.0767 20.0095 0.257 -0.608 -0.376
H -7.2965 16.3523 18.5490 0.359 -0.090 0.252
H -9.7696 16.1638 19.0765 -0.039 0.407 -0.342
H -9.4325 16.9837 20.6434 -0.302 0.115 0.095
H -9.4998 13.4128 21.1235 -0.586 -0.108 0.280
H -10.1389 13.8187 19.5554 -0.247 0.106 -0.412
H -10.6353 14.8350 20.9465 -0.572 -0.501 0.254
H -8.4729 18.6832 19.5625 -0.131 1.170 -0.133
H -9.1099 17.9733 18.3315 -0.213 0.291 -0.778
C -16.5940 4.1874 12.8003 0.621 -0.033 0.378
C -15.0339 4.0449 12.8842 -0.975 0.101 -0.105
C -14.5977 2.7951 13.6806 -0.390 -0.796 -0.947
O -15.0130 2.7781 15.0352 0.776 1.203 0.082
C -14.1385 2.1770 15.9599 -0.406 -0.924 1.239
N -14.5379 3.9011 11.4905 0.552 -0.069 0.257
H -17.0353 3.1931 12.7318 -0.109 0.066 -0.341
H -16.8794 4.8248 11.9634 0.117 -0.291 -0.313
H -17.0829 4.6846 13.6380 0.472 -0.157 0.419
H -14.6300 4.8827 13.4526 0.129 0.486 -0.340
H -13.5354 2.5956 13.5402 0.317 0.444 0.347
H -15.0600 1.9477 13.1742 -0.252 -0.261 -0.106
H -14.5781 2.2759 16.9524 -0.837 -0.346 -0.106
H -13.1585 2.5395 16.2702 0.526 0.971 -1.459
H -14.0077 1.1153 15.7507 -0.077 -0.166 -0.070
H -13.6004 4.2368 11.3217 0.350 -0.221 0.608
H -15.0430 4.3542 10.7423 -0.804 0.036 0.531
C -5.8170 13.3504 25.1064 0.640 1.666 1.810
C -4.5321 12.4483 24.9236 -2.720 1.606 0.845
C -4.0614 11.9960 26.3342 -0.535 -1.045 -1.384
O -2.8187 11.3756 26.2331 1.359 -1.063 0.507
C -2.3587 10.7057 27.4236 0.653 1.078 -0.275
N -4.9992 11.4576 23.9981 0.521 -1.438 -1.362
H -5.4832 14.3269 25.4572 0.047 0.314 0.341
H -6.5317 13.0306 25.8647 0.295 -0.620 0.335
H -6.5072 13.6458 24.3162 0.685 -0.676 -0.990
H -3.7993 13.0953 24.4413 0.378 -0.299 0.067
H -4.7291 11.1821 26.6166 -0.788 0.271 0.481
H -4.0590 12.8008 27.0693 -0.134 0.227 -0.029
H -1.4532 10.1430 27.1967 -0.171 -0.005 -0.442
H -3.0242 10.0343 27.9663 -0.697 -0.002 -0.519
H -2.0325 11.4592 28.1404 -0.102 0.206 0.252
H -5.6933 11.9307 23.4373 0.233 -0.161 -0.417
H -5.5228 10.6657 24.3427 0.270 -0.117 0.777
C -3.5129 6.3620 22.6698 -0.637 -0.141 -1.033
C -4.1075 6.0796 24.0358 1.558 -0.555 0.904
C -5.3489 5.1333 23.8966 0.416 -0.703 2.568
O -5.9043 4.6642 25.2168 0.956 1.247 -0.841
C -6.9032 3.6692 25.1161 -0.337 0.963 0.409
N -2.9209 5.4700 24.7975 -1.501 -0.405 -0.200
H -2.4825 6.7162 22.7011 -0.120 0.051 0.258
H -4.0886 7.0644 22.0671 -0.118 0.248 0.206
H -3.5190 5.4479 22.0761 0.228 -0.205 0.059
H -4.2720 7.0222 24.5577 -1.002 0.053 -0.196
H -5.0207 4.1808 23.4805 0.048 0.318 -0.867
H -6.1666 5.6408 23.3850 0.152 -0.120 -0.372
H -7.6070 3.9051 24.3180 0.201 -0.443 -0.582
H -7.5421 3.7759 25.9928 0.205 -0.088 0.350
H -6.5060 2.6541 25.1253 0.051 -0.048 -0.489
H -2.2055 6.1780 24.8814 0.117 0.244 -0.377
H -3.2031 5.3368 25.7581 -0.265 -0.358 0.229
C -9.9151 -2.4867 20.1678 -1.927 1.116 0.564
C -9.9223 -0.9694 19.8339 -0.117 -1.432 -0.169
C -9.5499 -0.0205 20.9824 -1.209 -1.458 -0.119
O -10.6758 -0.0088 21.8656 0.027 1.384 0.138
C -11.4465 1.1773 21.7760 -0.789 0.540 0.376
N -9.0531 -0.8517 18.7303 2.462 0.752 -2.456
H -10.3347 -3.0708 19.3487 1.081 0.113 -0.890
H -10.7726 -2.7274 20.7961 0.648 0.064 1.439
H -8.9013 -2.7225 20.4914 -0.386 -0.642 0.169
H -10.8710 -0.7031 19.3678 -0.586 0.188 0.886
H -9.2752 0.9567 20.5854 -0.082 0.131 0.149
H -8.7473 -0.4527 21.5800 0.362 0.104 -0.207
H -10.9044 2.1227 21.7504 0.751 -0.184 -0.324
H -12.0736 1.3494 22.6508 0.104 -0.767 0.373
H -12.1668 1.2006 20.9583 0.189 -0.322 -0.494
H -8.9656 -1.7155 18.2143 -0.660 -0.152 -0.205
H -8.0692 -0.6955 18.8966 0.122 0.592 0.776
C -9.4333 6.6063 19.7640 0.401 0.322 -0.343
C -10.0586 8.0063 19.6782 0.957 1.067 -1.051
C -11.1625 8.1984 18.6012 -0.852 -1.714 0.442
O -10.6210 8.1184 17.3175 2.991 1.325 -0.053
C -11.5018 8.2567 16.2537 -0.462 -0.122 1.041
N -10.4432 8.5275 21.0107 -1.017 -1.192 -0.766
H -8.4232 6.8013 20.1243 0.001 -0.401 0.559
H -9.2351 6.1189 18.8094 -0.462 0.148 -0.252
H -9.9661 5.9104 20.4119 -0.061 0.064 0.081
H -9.2239 8.6345 19.3671 -0.089 0.273 -0.430
H -11.8712 9.0110 18.7611 0.599 0.844 0.051
H -11.8405 7.3455 18.5696 -0.416 -0.596 0.933
H -11.9966 9.2271 16.2924 -0.335 0.126 -0.055
H -12.1931 7.4453 16.4815 -0.818 -0.055 -1.263
H -10.9484 8.2051 15.3160 -0.130 -0.433 0.075
H -9.6656 8.4337 21.6483 0.581 0.282 -0.070
H -10.9664 7.7006 21.2608 -0.993 0.099 1.144
C -5.2586 12.4392 16.1602 -1.180 0.935 -1.041
C -6.6533 11.7391 16.4826 3.280 -1.268 -1.255
C -7.6628 11.6755 15.3223 0.835 -0.519 -0.845
O -7.0117 11.0379 14.1612 -1.593 0.655 1.644
C -7.9063 10.8226 13.1017 1.248 0.051 -1.877
N -6.0982 10.3264 16.7952 -1.314 1.993 0.853
H -5.4399 13.5041 16.0143 0.126 0.343 0.294
H -4.8072 12.1662 15.2064 -0.338 -0.595 -0.107
H -4.4678 12.2823 16.8938 -0.621 -0.071 0.352
H -7.0596 12.3651 17.2771 -0.226 -0.949 0.543
H -8.0961 12.6177 14.9866 0.434 0.502 0.109
H -8.5380 11.0881 15.6002 0.033 -0.435 0.266
H -7.2173 10.4661 12.3360 -0.296 -0.645 -0.227
H -8.3051 11.6904 12.5764 -0.101 0.858 0.706
H -8.7556 10.1431 13.1736 0.149 -0.410 0.909
H -5.9269 9.8503 15.9211 -0.303 -0.156 0.120
H -6.6527 9.8239 17.4735 -0.165 -0.359 -0.416
O -7.8368 7.0816 15.2286 0.047 -0.250 -0.170
H -8.6648 7.3087 15.6517 -0.255 0.057 0.328
H -7.4372 7.9247 15.0150 0.166 0.277 -0.047
O -15.5650 5.5968 17.9240 0.132 0.085 0.316
H -15.9231 6.1908 17.2643 -0.143 0.210 -0.212
H -15.4573 4.7642 17.4641 0.006 -0.262 -0.171
O -16.4382 9.7006 18.9576 0.215 0.127 0.342
H -16.0815 9.7921 18.0741 -0.007 0.000 -0.315
H -17.1326 9.0477 18.8696 -0.201 -0.151 -0.074
```
Forces are in eV/Å.

Löwdin population analysis, charges in e, atoms 1 to 99:
1. C -0.78
2. O 0.06
3. N 0.15
4. N 0.16
5. H 0.10
6. H 0.10
7. H 0.11
8. H 0.11
9. C -0.79
10. O 0.06
11. N 0.16
12. N 0.14
13. H 0.12
14. H 0.10
15. H 0.12
16. H 0.10
17. C -0.81
18. O 0.00
19. N 0.16
20. N 0.18
21. H 0.12
22. H 0.11
23. H 0.12
24. H 0.12
25. C -0.79
26. O -0.01
27. N 0.16
28. N 0.16
29. H 0.12
30. H 0.13
31. H 0.12
32. H 0.12
33. C -0.84
34. O 0.04
35. N 0.17
36. N 0.15
37. H 0.13
38. H 0.10
39. H 0.12
40. H 0.11
41. C -0.05
42. C -0.42
43. C -0.17
44. O -0.19
45. C -0.17
46. N 0.02
47. H 0.07
48. H 0.07
49. H 0.08
50. H 0.14
51. H 0.12
52. H 0.13
53. H 0.09
54. H 0.09
55. H 0.09
56. H 0.07
57. H 0.06
58. C -0.05
59. C -0.39
60. C -0.22
61. O -0.17
62. C -0.13
63. N 0.03
64. H 0.08
65. H 0.06
66. H 0.07
67. H 0.12
68. H 0.12
69. H 0.12
70. H 0.08
71. H 0.09
72. H 0.09
73. H 0.06
74. H 0.06
75. C -0.09
76. C -0.38
77. C -0.21
78. O -0.19
79. C -0.10
80. N 0.02
81. H 0.06
82. H 0.07
83. H 0.07
84. H 0.13
85. H 0.11
86. H 0.13
87. H 0.08
88. H 0.08
89. H 0.08
90. H 0.06
91. H 0.07
92. C -0.09
93. C -0.38
94. C -0.11
95. O -0.23
96. C -0.14
97. N 0.02
98. H 0.08
99. H 0.08